Molecular formula: C3H6N2O4
Method: DFT, ωB97M-V with the def2-TZVPD basis set

Calculated values
SMILES   CNC(=O)N(O)C(=O)O
2S+1   1
HOMO energy   -0.3764 Ha
ΔE to the lowest compared entry with this formula, charge and spin   69.7 kcal per mole

Element x y z (Å)
O: -0.151 1.973 -0.919
O: 2.541 0.148 -0.359
O: 1.320 -1.952 0.436
O: 0.540 0.388 -2.359
N: -0.733 -0.998 0.473
N: 1.134 0.283 -0.073
C: 0.643 -0.926 0.370
C: -1.697 0.010 0.854
C: 0.426 0.778 -1.206
H: -1.060 -1.961 0.506
H: -2.212 0.339 -0.052
H: 0.229 2.329 -0.096
H: 2.654 -0.823 -0.445
H: -2.427 -0.443 1.528
H: -1.208 0.855 1.340

Atom-resolved charges from Mulliken, all expressed in e: O -0.439; O -0.439; O -0.676; O -0.513; N -0.180; N 0.061; C 0.518; C -0.770; C 0.571; H 0.243; H 0.260; H 0.392; H 0.362; H 0.347; H 0.263